The following is a DFT calculation (ωB97M-V/def2-TZVPD) of a 2-piece molecular cluster, C5H9NO overall at a distorted geometry.

Its SMILES is [H]/N=C(/C)C#C.CO. The gap between HOMO and LUMO comes out at 0.39052 Ha. For the energy relative to the best compared isomer or geometry (same formula, charge and spin), the calculation gives 108.82 kcal/mol. The lowest unoccupied orbital energy is 0.8 eV. As for the maximum force: 4.3 eV/A. As for the charge: 0.

Last columns: bonded neighbours and bond lengths (Å).
Geometry (Å):
1 C -1.104 -2.099 -0.126  O4 1.413, H7 1.096, H8 1.095, H9 1.092
2 C 1.755 0.584 0.893  C3 1.483, H10 1.089, H11 1.093, H12 1.092
3 C 0.832 0.487 -0.264  C2 1.483, N5 1.254, C13 1.729
4 O -0.722 -1.086 0.783  C1 1.413, H16 1.016
5 N 1.094 0.085 -1.422  C3 1.254, H6 1.018
6 H 0.326 0.105 -2.091  N5 1.018
7 H -2.179 -2.307 -0.171  C1 1.096
8 H -0.602 -3.027 0.166  C1 1.095
9 H -0.865 -1.979 -1.185  C1 1.092
10 H 1.196 0.725 1.818  C2 1.089
11 H 2.329 -0.344 0.967  C2 1.093
12 H 2.435 1.424 0.737  C2 1.092
13 C -0.535 1.539 -0.150  C3 1.729, C14 1.210
14 C -1.063 2.621 -0.275  C13 1.210, H15 1.065
15 H -1.536 3.572 -0.356  C14 1.065
16 H -1.360 -0.302 0.676  O4 1.016